C4H2F3N3O4 | ωB97M-V/def2-TZVPD

SMILES	[H]/N=C1\O[C@]1(C#N)[N+](=O)[O-].OC(F)(F)F
frontier orbital gap	10.742	eV
LUMO level	-0.784	eV
relative energy (zero: lowest compared OMol25 entry of this formula, charge and spin)	0.9362	eV
charge	0

Positions of all 16 atoms, in Å:
1 C -0.683 -0.503 -1.308
2 C -1.340 1.471 0.187
3 C -1.541 0.111 -0.350
4 C 2.531 -0.367 0.204
5 N 0.025 -1.011 -2.047
6 N -0.689 2.140 0.966
7 N -2.294 -0.849 0.506
8 O -2.290 1.286 -0.711
9 O -1.923 -1.989 0.467
10 O -3.181 -0.386 1.166
11 O 2.074 -1.570 -0.070
12 F 2.256 -0.047 1.459
13 F 1.995 0.601 -0.576
14 F 3.859 -0.244 0.043
15 H 2.084 -1.772 -1.018
16 H -0.881 3.128 1.081

Cartesian forces (eV/Å) of the 2 atoms listed first:
-0.07 -0.22 -0.37
0.40 -1.47 0.09